Entry 1:
The following is a DFT calculation (wB97M-V/def2-TZVPD) of a cluster of 5 separate species, C20H40F3N2O13 in total at a distorted geometry.

HOMO level = -12.3704 eV
F_max = 0.1050 hartree/bohr
E_tot = -59127.3541 eV
orbital gap = 0.3342 Eh

```
! RIJCOSX wB97M-V def2-TZVPD def2/J DEFGRID3
* xyz 1 1
C 1.54884 -2.00063 0.62277
C 0.88543 -1.01477 -0.51997
C 0.99138 0.56208 0.01914
C -0.54386 1.05835 0.30813
N -0.55920 2.53197 -0.03135
C -1.51346 0.00935 -0.49539
C -2.86800 -0.57660 0.22659
C -4.26532 -0.00719 -0.49366
O -4.83670 -1.10886 -1.32405
C -5.32385 0.22936 0.77521
F -5.33336 -1.08300 1.52376
F -6.71998 0.47327 0.33223
F -4.85024 1.33369 1.68883
N -0.62728 -1.24595 -0.57351
H 1.77573 -1.42900 1.62592
H 0.90480 -2.98394 0.81778
H 2.58646 -2.38910 0.18405
H 1.52682 -1.22405 -1.47639
H 1.65558 0.69576 0.99718
H 1.63421 1.14101 -0.78645
H -0.66919 0.92848 1.46490
H -0.20722 3.06774 0.81782
H 0.14680 2.73978 -0.79871
H -1.71666 0.47839 -1.54891
H -2.85974 -0.34161 1.39193
H -2.95835 -1.76388 0.14421
H -4.05758 0.97270 -1.10574
H -4.26158 -1.24648 -2.15607
H -0.79072 -1.66906 0.38864
H -0.95295 -1.83957 -1.39494
C 5.42306 1.03432 2.99083
O 6.14593 2.07563 2.33690
C 5.67346 2.39503 1.10559
O 4.71893 1.87734 0.54720
O 6.44700 3.39031 0.60327
C 6.06377 3.83166 -0.69768
H 5.88702 0.86171 3.96583
H 4.38153 1.33026 3.15272
H 5.47791 0.10535 2.41414
H 5.04788 4.23936 -0.68331
H 6.14416 3.01452 -1.42183
H 6.74962 4.62779 -1.00013
C 6.94658 -4.11242 -2.07045
O 6.37480 -2.94006 -2.64762
C 6.28245 -1.88702 -1.79676
O 6.63798 -1.87548 -0.62869
O 5.72607 -0.84904 -2.47078
C 5.56628 0.33663 -1.69439
H 6.97144 -4.88978 -2.83906
H 7.97310 -3.91983 -1.74223
H 6.33318 -4.47120 -1.23762
H 6.53755 0.70708 -1.35107
H 4.89777 0.15572 -0.84648
H 5.11309 1.10007 -2.33272
C -6.57694 -3.85139 7.94321
O -5.85407 -2.81008 7.28928
C -6.32654 -2.49068 6.05797
O -7.28107 -3.00838 5.49958
O -5.55300 -1.49541 5.55566
C -5.93623 -1.05406 4.25470
H -6.11298 -4.02400 8.91821
H -7.61847 -3.55545 8.10511
H -6.52209 -4.78037 7.36652
H -6.95212 -0.64636 4.26907
H -5.85584 -1.87120 3.53055
H -5.25038 -0.25793 3.95225
C -1.47888 3.00150 -3.23800
O -1.95715 2.01384 -4.14920
C -2.11694 2.45856 -5.42123
O -1.89029 3.59052 -5.81900
O -2.57249 1.42556 -6.17398
C -2.78813 1.74964 -7.54607
H -1.38870 2.53652 -2.25243
H -0.48991 3.35994 -3.54136
H -2.18732 3.83280 -3.16297
H -1.85158 2.05810 -8.02166
H -3.54886 2.53094 -7.64328
H -3.15140 0.85117 -8.05249
*
```

Results of the Löwdin charge analysis, in e, for atoms 1 through 4: -0.0652, -0.2436, -0.0885, -0.2791

---

Entry 2:
The following is a DFT calculation (wB97M-V/def2-TZVPD) of the ion C6H11N2O with charge +1 at a distorted geometry.

HOMO level = -12.7054 eV
F_max = 0.0650 hartree/bohr
E_tot = -11419.1094 eV
orbital gap = 0.3511 Eh

```
! RIJCOSX wB97M-V def2-TZVPD def2/J DEFGRID3
* xyz 1 1
C 2.27404 1.43795 -0.09460
N 1.15018 0.75530 0.44831
C 0.87107 -0.52801 0.29173
N 1.64915 -1.33620 -0.44412
C -0.35838 -1.03846 0.76652
C -1.41730 -0.72083 -0.29168
C -2.88852 -0.66797 -0.03141
C -2.31544 0.46463 -0.20446
O -2.30925 1.75426 -0.53235
H 2.50069 1.01501 -1.01852
H 2.11232 2.50244 -0.08716
H 3.19004 1.33795 0.56329
H 0.60552 1.10194 1.20884
H 1.22801 -2.13780 -0.96768
H 2.63995 -1.11202 -0.76636
H -0.25643 -2.12550 0.86382
H -0.68664 -0.54579 1.73084
H -1.00445 -1.19741 -1.26431
H -3.78959 -1.15194 0.32199
H -3.19496 2.19242 -0.49270
*
```

Results of the Löwdin charge analysis, in e, for atoms 1 through 4: -0.0266, 0.0723, -0.3677, 0.2051